141
Properties=species:S:1:pos:R:3 method="wB97M-V/def2-TZVPD" molar_mass_g_mol=1219.50 e_homo_ev=-10.274 charge=0 smiles="COP(=O)(OC)OC.COP(=O)(OC)OC.COP(=O)(OC)OC.COP(=O)(OC)OC.COP(=O)(OC)OC.COP(=O)(OC)OC.COP(=O)(OC)OC.ClCCCl.ClCCCl.CC#N" multiplicity=1 e_tot_ha=-7465.486608 gap_ev=10.9 largest_force_ev_per_a=3.48
C 19.432 7.282 25.206
O 19.214 6.236 24.268
P 18.598 6.488 22.839
O 18.878 5.484 21.837
O 17.024 6.545 23.029
C 16.158 5.400 23.025
O 18.950 7.988 22.424
C 19.059 8.177 20.974
H 20.403 7.733 24.950
H 19.412 6.913 26.204
H 18.571 7.998 25.214
H 15.285 5.818 22.653
H 15.944 5.176 24.038
H 16.597 4.647 22.443
H 18.706 9.182 20.837
H 18.405 7.450 20.520
H 20.043 7.914 20.666
C 6.903 8.470 23.174
O 7.117 7.411 24.110
P 7.058 5.963 23.561
O 7.186 4.968 24.622
O 8.098 6.022 22.389
C 7.978 5.006 21.398
O 5.667 5.903 22.710
C 4.729 4.938 23.078
H 6.057 8.280 22.475
H 7.823 8.603 22.601
H 6.700 9.366 23.721
H 7.145 5.125 20.726
H 7.923 4.052 21.881
H 8.919 5.058 20.767
H 5.072 3.911 22.864
H 3.807 5.088 22.489
H 4.431 4.970 24.152
C 14.286 7.771 17.847
O 14.135 9.051 17.186
P 12.876 9.948 17.465
O 12.867 10.797 18.705
O 11.660 8.911 17.525
C 11.069 8.628 18.847
O 12.648 10.820 16.164
C 12.413 12.257 16.318
H 13.504 7.033 17.635
H 14.385 7.916 18.962
H 15.183 7.341 17.469
H 10.216 8.011 18.592
H 10.855 9.524 19.410
H 11.752 7.951 19.344
H 13.036 12.693 15.584
H 12.708 12.542 17.391
H 11.326 12.385 16.196
C 14.235 11.446 27.192
O 15.621 11.280 26.831
P 16.425 9.903 26.860
O 17.834 10.079 26.530
O 16.211 9.321 28.330
C 16.823 9.830 29.525
O 15.562 8.898 25.977
C 15.773 7.474 26.194
H 13.893 12.386 26.696
H 14.202 11.609 28.315
H 13.699 10.565 26.864
H 16.815 10.935 29.560
H 17.866 9.638 29.421
H 16.309 9.417 30.371
H 16.651 7.190 25.615
H 14.894 7.043 25.769
H 15.913 7.254 27.273
C 10.938 8.066 24.453
O 10.588 8.251 25.865
P 11.219 7.366 26.984
O 12.117 6.348 26.461
O 11.922 8.487 27.902
C 13.038 8.057 28.778
O 10.049 6.805 27.857
C 9.108 5.948 27.128
H 10.884 9.015 24.001
H 10.143 7.466 23.984
H 11.942 7.521 24.427
H 12.951 7.011 28.859
H 12.804 8.520 29.682
H 13.999 8.386 28.362
H 9.670 5.430 26.364
H 8.372 6.548 26.795
H 8.710 5.272 27.851
C 7.302 12.732 23.342
O 8.574 13.069 22.770
P 9.935 12.234 22.891
O 10.038 10.879 22.247
O 11.060 13.218 22.411
C 11.579 13.122 21.016
O 10.173 12.323 24.489
C 11.334 11.882 25.193
H 6.675 12.251 22.585
H 6.768 13.597 23.666
H 7.495 12.054 24.182
H 10.882 13.696 20.391
H 11.604 12.046 20.714
H 12.639 13.448 21.016
H 11.176 11.010 25.856
H 11.784 12.666 25.770
H 12.119 11.596 24.442
C 14.187 4.232 19.945
O 13.332 4.408 21.106
P 11.841 4.236 20.874
O 11.108 5.168 19.974
O 11.775 2.645 20.479
C 10.595 2.220 19.705
O 11.269 4.242 22.327
C 11.777 3.251 23.207
H 13.676 4.789 19.145
H 14.292 3.131 19.794
H 15.185 4.674 20.324
H 9.713 2.660 20.170
H 10.694 1.134 19.718
H 10.731 2.586 18.631
H 11.531 3.585 24.246
H 12.873 3.157 23.166
H 11.137 2.344 23.057
Cl 19.230 12.280 21.337
C 18.485 11.540 22.764
C 18.280 12.546 23.820
Cl 17.141 13.865 23.299
H 19.042 10.711 23.206
H 17.521 11.158 22.376
H 19.226 12.952 24.010
H 17.862 12.070 24.725
Cl 12.987 7.718 21.531
C 14.258 8.840 22.198
C 13.615 10.194 21.940
Cl 14.709 11.537 22.552
H 15.164 8.773 21.593
H 14.496 8.540 23.162
H 12.740 10.247 22.517
H 13.388 10.388 20.904
C 15.950 12.592 19.250
C 16.300 11.212 19.592
N 16.347 10.085 19.872
H 14.879 12.802 19.191
H 16.388 12.851 18.251
H 16.340 13.203 20.037